C38H51As3F2N3S2Ti | the ωB97M-V functional and the def2-TZVPD basis

Calculated values
electronic energy = -277439.560 eV
lowest unoccupied orbital energy = 1.739 eV
net charge = -1
E_HOMO = -2.46 eV
gap between HOMO and LUMO = 0.15443 Ha
maximum force = 3.966 eV Å⁻¹

```
100
C38H51As3F2N3S2Ti the ωB97M-V functional and the def2-TZVPD basis
Ti -1.3431 0.8438 -1.2566
C 0.1805 3.4493 -1.2350
N -0.8800 2.6338 -0.6994
C -1.4841 3.3084 0.4254
C -3.0088 3.0673 0.5056
N -3.4786 2.6810 -0.8092
C -4.8705 2.2729 -0.8288
C -3.1329 3.6081 -1.8348
C -3.0361 4.9817 -1.6463
C -2.6270 5.8139 -2.6759
C -2.3365 5.2834 -3.9214
C -2.4660 3.9260 -4.1441
C -2.8327 3.0795 -3.1028
S -2.8617 1.3544 -3.3284
C 0.6332 0.6425 -1.8212
C 1.7016 0.5584 -0.9345
C 3.0203 0.7553 -1.3263
C 3.3079 1.0348 -2.6502
C 2.2789 1.1306 -3.5651
C 0.9537 0.9731 -3.1527
S -0.2715 1.3174 -4.3591
H 1.0520 3.4805 -0.5536
H -0.1593 4.4904 -1.3766
H 0.5198 3.0869 -2.2048
H -1.3181 4.3960 0.3211
H -1.0099 3.0195 1.3839
H -3.5138 3.9744 0.8842
H -3.2486 2.2497 1.1889
H -5.5512 3.0971 -0.5563
H -5.0128 1.4534 -0.1219
H -5.1318 1.9178 -1.8262
H -3.2617 5.4269 -0.6883
H -2.5437 6.8786 -2.5005
H -2.0038 5.9358 -4.7149
H -2.2393 3.4942 -5.1080
H 1.4768 0.3635 0.1173
H 3.8328 0.7004 -0.6103
H 4.3288 1.2069 -2.9661
H 2.4852 1.3720 -4.5997
F -2.9801 0.2048 4.0288
C -2.9374 -0.2535 2.7342
C -2.0922 0.3467 1.8151
C -2.0695 -0.0391 0.4771
C -2.9264 -1.1270 0.0945
C -3.7274 -1.7369 1.0790
F -4.5218 -2.8186 0.8004
C -3.7606 -1.3123 2.3851
C -2.8226 -1.5714 -1.2692
C -3.6517 -2.5272 -1.8802
C -3.4123 -2.9479 -3.1626
C -2.3030 -2.4147 -3.8441
C -1.5419 -1.4662 -3.2127
N -1.7800 -1.0025 -1.9766
H -1.4458 1.1423 2.1715
H -4.3896 -1.8068 3.1072
H -4.4834 -2.9477 -1.3418
H -4.0490 -3.6800 -3.6387
H -2.0704 -2.7291 -4.8499
H -0.6952 -1.0272 -3.7301
C -0.6311 -3.9196 -0.6008
As 0.5024 -2.3385 -0.2562
C 1.6616 -2.6629 -1.8255
C 1.5769 -3.4225 1.0773
C 2.7225 -2.8400 1.9249
C 3.4737 -4.0522 2.5005
C 2.1947 -1.9991 3.0860
As 0.8025 -0.6231 2.6781
C -0.0821 -0.8616 4.4278
C 1.7704 1.0288 3.2379
C 3.6463 -2.0122 1.0367
As 5.5000 -1.3916 1.5028
C 6.0029 -2.0880 3.3014
C 5.1590 0.4290 2.1908
H -0.0324 -4.8312 -0.6384
H -1.1410 -3.8033 -1.5531
H -1.3869 -4.0282 0.1764
H 1.9010 -3.7223 -1.9331
H 2.5838 -2.0885 -1.7685
H 1.1255 -2.3286 -2.7121
H 1.9805 -4.2712 0.5117
H 0.8264 -3.8292 1.7692
H 2.7652 -4.7921 2.8715
H 4.1191 -3.7657 3.3246
H 4.0803 -4.5202 1.7251
H 3.0400 -1.5220 3.5893
H 1.7249 -2.6763 3.8063
H 0.6272 -0.9291 5.2530
H -0.6739 -1.7747 4.3996
H -0.7546 -0.0307 4.6173
H 2.4132 0.8669 4.1036
H 1.0229 1.7783 3.4997
H 2.3558 1.4306 2.4133
H 3.0959 -1.1116 0.7500
H 3.8097 -2.5867 0.1162
H 6.2345 -3.1506 3.2723
H 5.2478 -1.9046 4.0632
H 6.9130 -1.5612 3.5964
H 4.6665 1.0473 1.4454
H 6.1160 0.8952 2.4312
H 4.5488 0.4175 3.0894
```

C38H51Cl3CoN2O3PSi | the ωB97M-V functional and the def2-TZVPD basis

Calculated values
electronic energy = -141718.609 eV
2S+1 = 5
relative energy (zero: lowest compared OMol25 entry of this formula, charge and spin) = 199.3 kJ/mol
lowest unoccupied orbital energy (spin up / spin down) = 0.299 / -3.583 eV
E_HOMO (spin up / spin down) = -7.82 / -7.82 eV
gap between HOMO and LUMO (spin up / spin down) = 0.29843 / 0.15556 Ha
maximum force = 1.969 eV Å⁻¹

```
100
C38H51Cl3CoN2O3PSi the ωB97M-V functional and the def2-TZVPD basis
C 0.3970 -2.3390 -5.3000
C 1.1322 -3.5098 -4.7270
H 1.0282 -1.7602 -5.9906
H 0.0220 -1.6825 -4.4962
H -0.4623 -2.7041 -5.8839
C 2.0202 -4.2345 -5.4478
C 2.4173 -4.0105 -6.8618
H 2.4946 -5.1177 -5.0130
H 2.7898 -2.9965 -7.0474
H 1.6099 -4.2312 -7.5729
H 3.2388 -4.7049 -7.0740
Co -1.6599 -1.6449 -1.0617
Cl -3.2862 -0.6913 0.0771
Cl -2.4820 -3.5389 -1.7164
C -0.7342 -0.2455 2.8497
O -0.0187 0.7352 3.0812
N -0.3204 -1.5157 3.0393
C 1.0298 -1.7609 3.5283
C -1.2149 -2.6576 2.9011
H -1.7552 -0.1887 2.4062
H 1.4849 -0.8181 3.8459
H 1.6372 -2.1963 2.7237
H 0.9803 -2.4767 4.3558
H -2.2288 -2.3052 2.6691
H -1.2122 -3.2479 3.8288
H -0.8664 -3.3092 2.0873
H -0.0423 3.7060 -3.3566
H 1.2019 0.9768 -3.0754
C 0.9716 3.9016 -2.9796
C 2.0123 1.6414 -2.7157
N 1.4344 2.8316 -2.1123
H 0.9790 4.8342 -2.4009
C 1.3728 2.9847 -0.7694
O 1.9213 2.2580 0.0674
H 2.6067 1.0929 -1.9683
H 0.7406 3.8381 -0.4513
H 1.6245 4.0056 -3.8506
H 2.6106 1.9309 -3.5964
O 0.8645 -2.7083 -2.4831
C 0.7776 -3.8804 -3.2806
C 3.0466 -4.9452 -2.8157
C 1.6472 -5.0118 -2.7526
H 3.5212 -4.0618 -3.2674
C 3.8043 -6.0462 -2.4007
H -0.2942 -4.1557 -3.2355
C 1.0088 -6.1935 -2.3795
H 4.8898 -5.9749 -2.3922
C 3.1672 -7.2479 -2.0913
C 1.7757 -7.3154 -2.0710
H -0.0833 -6.1964 -2.3681
H 3.7593 -8.1309 -1.8550
H 1.2826 -8.2565 -1.8537
Si 1.4414 -2.4419 -0.9334
Cl -0.7576 -0.3484 -2.6513
C 3.3085 -2.2994 -1.0637
C 1.0909 -3.8901 0.1839
C 0.8853 -0.9167 -0.0133
H 3.8018 -3.2791 -1.0726
H 3.6803 -1.6901 -0.2286
H 3.5640 -1.7797 -1.9881
H 0.8261 -0.0772 -0.7188
H 1.7044 -0.7350 0.6948
H -0.0700 -1.0425 0.5477
H 1.6472 -4.7777 -0.1300
H 0.0200 -4.1166 0.2237
H 1.4327 -3.6315 1.1900
C -2.6438 2.0020 6.3817
C -3.2425 1.2275 5.3755
C -3.0168 1.5353 4.0363
C -2.1550 2.5844 3.6722
C -1.5590 3.3477 4.6786
C -1.8112 3.0678 6.0269
P -2.0724 2.9961 1.8735
C -3.4801 4.1631 1.7717
C -4.5003 3.8654 0.8487
C -5.6530 4.6448 0.8239
C -5.7939 5.7188 1.7199
C -4.7722 6.0178 2.6307
C -3.6145 5.2393 2.6530
C -0.6759 4.1754 1.8627
C -0.7573 5.4301 1.2333
C 0.3100 6.3246 1.3413
C 1.4883 5.9422 1.9992
C 1.6220 4.6427 2.5006
C 0.5642 3.7525 2.3709
H -2.8073 1.7538 7.4343
H -3.8719 0.3719 5.6301
H -3.5282 0.9761 3.2532
H -0.9047 4.1726 4.4071
H -1.3298 3.6689 6.8044
H -4.3606 3.0177 0.1731
H -6.4284 4.3950 0.0962
H -6.7064 6.3185 1.7165
H -4.8516 6.8548 3.3275
H -2.8120 5.4633 3.3568
H -1.6530 5.6808 0.6575
H 0.2281 7.3028 0.8603
H 2.3339 6.6290 2.0636
H 2.5561 4.3023 2.9557
H 0.6825 2.7160 2.6773
```

C38H51Cl3GdN2O3PSi | the ωB97M-V functional and the def2-TZVPD basis

Calculated values
electronic energy = -124928.295 eV
2S+1 = 8
lowest unoccupied orbital energy (spin up / spin down) = -0.153 / 0.354 eV
E_HOMO (spin up / spin down) = -3.74 / -4.46 eV
gap between HOMO and LUMO (spin up / spin down) = 0.13194 / 0.17687 Ha
maximum force = 3.094 eV Å⁻¹

```
100
C38H51Cl3GdN2O3PSi the ωB97M-V functional and the def2-TZVPD basis
C -1.8777 -1.8085 -5.8867
C -1.5841 -2.2662 -4.4870
H -1.9171 -2.6657 -6.5755
H -1.1036 -1.1168 -6.2719
H -2.8568 -1.3084 -5.9334
C -0.8476 -3.3664 -4.2216
C -0.2534 -4.2502 -5.2645
H -0.7222 -3.7109 -3.1957
H 0.4626 -3.7216 -5.9107
H -1.0171 -4.6922 -5.9194
H 0.2871 -5.0856 -4.8032
Gd 2.7522 1.9580 -0.5748
Cl 0.1830 0.6920 0.7192
Cl 4.8284 2.8866 0.4551
H 1.3212 5.3995 3.8975
H -0.9922 5.6641 3.1361
C 1.5994 4.7549 3.0568
C -0.4543 5.9088 2.2150
N 0.6211 4.9544 1.9911
H 1.5856 3.7157 3.4132
C 0.7241 4.3563 0.8124
O 1.6535 3.5440 0.5584
H -1.1341 5.8309 1.3666
H -0.0711 4.5896 0.0895
H 2.6173 5.0069 2.7273
H -0.0663 6.9341 2.2728
H 1.9640 -1.4661 -3.1454
H 2.4914 -4.2083 -1.7275
C 3.0373 -1.6232 -2.9632
C 3.4440 -3.6716 -1.5700
N 3.2567 -2.2206 -1.6433
H 3.5487 -0.6573 -3.0283
C 3.1971 -1.4695 -0.5559
O 3.0953 -0.2105 -0.6237
H 3.8381 -3.9350 -0.5769
H 3.2617 -1.9746 0.4199
H 3.4211 -2.3247 -3.7076
H 4.1563 -3.9737 -2.3524
O -1.4322 -0.0380 -3.5529
C -2.0868 -1.3115 -3.4002
C -0.5706 -1.9656 -1.4700
C -1.8662 -1.8570 -1.9935
H 0.2402 -1.3965 -1.9325
C -0.3271 -2.8647 -0.4286
H -3.1712 -1.1822 -3.5641
C -2.9490 -2.3690 -1.2615
H 0.6905 -3.0213 -0.0655
C -1.3886 -3.5673 0.1377
C -2.7008 -3.2573 -0.2150
H -3.9723 -2.1194 -1.5546
H -1.1796 -4.3369 0.8782
H -3.5227 -3.7230 0.3301
Si -1.8660 1.4488 -3.9203
Cl 3.0074 2.3773 -2.8931
C -0.3915 2.5401 -4.2394
C -2.8102 2.1466 -2.4572
C -2.8585 1.4765 -5.5250
H 0.1923 2.7498 -3.3382
H -0.7473 3.4955 -4.6497
H 0.2857 2.0897 -4.9723
H -2.2414 1.1049 -6.3542
H -3.1481 2.5087 -5.7770
H -3.7642 0.8600 -5.4643
H -3.3531 1.3654 -1.9128
H -3.5364 2.9040 -2.7858
H -2.1128 2.6190 -1.7531
C -1.2938 3.5925 5.3761
C -0.2495 2.7818 5.8234
C 0.2338 1.7608 5.0115
C -0.3133 1.5646 3.7241
C -1.3529 2.3953 3.2739
C -1.8427 3.3961 4.1066
P 0.1998 0.1228 2.8065
C 1.9076 -0.2483 3.1409
C 2.9123 0.5934 2.6233
C 4.2444 0.2272 2.7490
C 4.5967 -0.9047 3.4874
C 3.6158 -1.6389 4.1611
C 2.2728 -1.2888 4.0226
C -0.9918 -1.1977 2.8828
C -0.6338 -2.4974 3.2966
C -1.6180 -3.3747 3.7451
C -2.9670 -3.0205 3.6529
C -3.3345 -1.7956 3.0846
C -2.3539 -0.8929 2.6818
H -1.6752 4.3887 6.0159
H 0.1908 2.9434 6.8089
H 1.0241 1.1000 5.3751
H -1.7894 2.2505 2.2841
H -2.6680 4.0249 3.7648
H 2.6624 1.5654 2.1810
H 4.9963 0.8538 2.2679
H 5.6425 -1.1976 3.5610
H 3.8852 -2.4834 4.7977
H 1.5103 -1.8117 4.6033
H 0.4075 -2.8154 3.2714
H -1.3259 -4.3411 4.1643
H -3.7342 -3.7125 4.0035
H -4.3893 -1.5424 2.9630
H -2.6376 0.0575 2.2305
```

C38H51Cl3InN10PS | the ωB97M-V functional and the def2-TZVPD basis

Calculated values
electronic energy = -117996.702 eV
relative energy (zero: lowest compared OMol25 entry of this formula, charge and spin) = 142.8 kJ/mol
lowest unoccupied orbital energy = -0.664 eV
E_HOMO = -6.34 eV
gap between HOMO and LUMO = 0.20864 Ha
maximum force = 4.797 eV Å⁻¹

```
105
C38H51Cl3InN10PS the ωB97M-V functional and the def2-TZVPD basis
In -18.5966 3.9938 -7.9934
C -17.6027 9.1095 -11.7224
C -17.9475 9.1163 -10.2330
N -19.2241 8.4664 -9.9430
C -19.4103 7.1632 -9.7714
S -18.0962 6.0306 -9.8665
N -20.7183 6.8201 -9.4140
N -20.9517 5.5231 -9.5399
C -22.2039 5.1321 -9.4493
C -23.2952 6.0805 -9.0914
C -22.5298 3.7087 -9.7080
C -23.8992 3.3301 -9.6724
C -24.1308 1.9825 -9.9136
C -23.0934 1.0871 -10.0512
C -21.7679 1.5350 -9.8977
N -21.5195 2.8244 -9.7410
H -16.5133 9.2697 -11.8730
H -18.0773 9.9896 -12.2202
H -17.8690 8.1718 -12.2985
H -18.0500 10.1366 -9.8387
H -17.1435 8.6423 -9.6847
H -20.0548 9.0130 -9.7586
H -22.7439 7.0585 -8.9665
H -23.7893 5.8925 -8.1152
H -24.0994 6.1040 -9.8126
H -24.6370 4.0858 -9.6708
H -25.1491 1.6890 -10.1444
H -23.3833 0.0367 -10.2028
H -20.8850 0.8587 -10.0744
C -14.6649 1.7871 -6.5200
C -14.0649 2.7274 -5.6655
C -14.7039 3.9948 -5.5277
C -15.8604 4.2719 -6.2670
N -16.4323 3.3208 -7.0231
C -15.8804 2.1284 -7.1451
C -16.5544 5.5559 -6.1384
C -16.0265 6.5686 -5.3154
C -16.7940 7.6730 -4.9180
C -18.0486 7.7758 -5.4674
C -18.4455 6.9485 -6.5348
C -17.7635 5.7735 -6.7778
H -14.2514 0.7974 -6.6772
H -13.1054 2.5480 -5.1728
H -14.3332 4.6971 -4.7386
H -16.3097 1.4575 -7.8384
H -15.0154 6.4246 -4.8840
H -16.3532 8.4291 -4.2805
H -18.6657 8.6250 -5.2394
H -19.3332 7.2026 -7.0748
Cl -18.2795 -0.1154 -11.8498
C -17.0958 1.1943 -11.5214
Cl -15.5038 0.6577 -10.9966
Cl -16.9753 2.4717 -12.7328
C -17.6470 1.8966 -10.3254
N -18.0456 2.6319 -9.5085
N -19.9870 3.2713 -6.5120
P -20.3490 2.5393 -5.1813
N -19.5732 3.1379 -3.7418
C -19.5084 2.3928 -2.4616
C -19.9183 3.2879 -1.2570
C -18.8381 4.3627 -1.0492
C -18.3085 4.8570 -2.3944
C -19.3046 4.6281 -3.5639
N -22.0507 2.5314 -4.8129
C -22.8785 3.7032 -5.2449
C -23.6493 4.3656 -4.0881
C -24.6187 3.3292 -3.4461
C -23.6441 2.3208 -2.7846
C -22.7432 1.6117 -3.8174
N -20.0241 0.8170 -4.9894
C -20.7865 -0.1568 -5.8128
C -20.9551 -1.5025 -5.1201
C -19.5966 -2.0536 -4.6301
C -18.6543 -0.9727 -4.0469
C -18.6419 0.3322 -4.8533
H -18.4854 2.0438 -2.3373
H -20.1713 1.5247 -2.4948
H -20.0550 2.6965 -0.3275
H -20.8570 3.7931 -1.3772
H -18.0063 3.9422 -0.4589
H -19.2232 5.1944 -0.3992
H -17.3666 4.3219 -2.6886
H -18.0756 5.9042 -2.4036
H -18.8568 5.0615 -4.4649
H -20.2685 5.1113 -3.3807
H -23.5909 3.4227 -6.0298
H -22.1571 4.4201 -5.6411
H -24.0453 5.3448 -4.4438
H -22.8573 4.6349 -3.3585
H -25.1411 2.8431 -4.2736
H -25.3862 3.7010 -2.7957
H -24.1572 1.5421 -2.1909
H -23.0033 2.8954 -2.1056
H -23.4049 0.9095 -4.3641
H -22.0048 1.0082 -3.2798
H -20.2867 -0.3681 -6.7341
H -21.7926 0.2382 -6.1237
H -21.5100 -2.1994 -5.7920
H -21.6326 -1.3708 -4.2381
H -19.0411 -2.4580 -5.4999
H -19.6753 -2.9019 -3.9586
H -17.6216 -1.3853 -4.0144
H -18.9337 -0.8608 -2.9873
H -18.2171 0.1441 -5.8239
H -17.9926 1.0399 -4.3027
```